Entry w
CH6S3 | the ωB97M-V functional and the def2-TZVPD basis

frontier orbital gap: 9.077 eV
SMILES: CS.SS
2S+1: 1

Last column: Löwdin charge in e.
Positions of all 10 atoms, in Å:
C1 -1.631 -0.010 0.962  -0.4990
S1 -2.200 0.047 -0.761  0.6055
H1 -1.156 -0.969 1.174  0.0281
H2 -2.492 0.026 1.627  0.0221
H3 -0.918 0.779 1.154  0.0018
H4 -1.089 -0.499 -1.261  -0.2197
S2 1.674 0.199 -1.618  0.2361
S3 2.229 0.556 0.335  0.2324
H5 2.099 -1.072 -1.695  -0.1961
H6 3.484 0.944 0.083  -0.2112

***

Entry x
CH6S3 | the ωB97M-V functional and the def2-TZVPD basis

frontier orbital gap: 8.646 eV
SMILES: CS.SS
2S+1: 1

Last column: Löwdin charge in e.
Positions of all 10 atoms, in Å:
C1 -2.803 -0.522 -0.097  -0.4590
S1 -1.075 0.177 -0.467  0.5568
H1 -3.598 -0.121 -0.744  0.0221
H2 -3.160 -0.188 0.848  -0.0040
H3 -2.899 -1.628 -0.202  0.0393
H4 -0.469 -0.885 0.146  -0.1562
S2 3.179 1.838 0.094  0.1905
S3 3.981 -0.198 -0.067  0.2304
H5 3.939 1.982 1.289  -0.1686
H6 2.904 -0.454 -0.800  -0.2514

***

The computed energies, referenced to the most stable structure and given in hartree, are entry w 0.0000; entry x 0.0258.

***

Entry w
C4H9N2OS | the ωB97M-V functional and the def2-TZVPD basis

frontier orbital gap: 10.127 eV
2S+1: 1
total charge: +1

Last column: Löwdin charge in e.
Positions of all 17 atoms, in Å:
C1 -1.636 0.033 -0.475  -0.4198
C2 -1.594 -0.288 0.992  -0.0854
C3 0.535 0.312 0.543  -0.4401
C4 3.112 0.668 -0.270  -0.3139
N1 -2.711 -0.309 -1.149  0.2297
N2 -0.380 0.275 1.546  0.0110
O1 -0.601 0.538 -0.981  0.0773
S1 1.811 1.553 0.691  0.9429
H1 -2.451 -0.107 1.555  0.1236
H2 -1.659 -1.378 1.147  0.1589
H3 0.991 -0.598 0.084  0.1295
H4 2.479 0.020 -0.869  0.0308
H5 3.735 0.190 0.412  0.0090
H6 3.805 1.551 -0.612  0.0984
H7 -2.831 -0.009 -2.110  0.1454
H8 -0.684 1.056 2.080  0.1423
H9 -3.642 -0.592 -0.805  0.1604

***

Entry x
C4H9N2OS | the ωB97M-V functional and the def2-TZVPD basis

frontier orbital gap: 7.691 eV
SMILES: C[C@@H](C=[NH2+])/C(O)=N/S
2S+1: 1
total charge: +1

Last column: Löwdin charge in e.
Positions of all 17 atoms, in Å:
C1 -0.568 2.014 -0.117  -0.0051
C2 -0.694 0.478 0.245  -0.1827
C3 -1.319 -0.488 -0.708  -0.0297
N1 -1.791 -1.662 -0.460  0.2137
C4 0.831 -0.143 0.324  -0.5127
O1 0.759 -1.358 0.821  0.0597
N2 1.805 0.510 -0.098  -0.3997
S1 3.366 0.149 -0.261  0.8687
H1 0.131 1.982 -0.978  0.0877
H2 0.008 2.446 0.663  0.0783
H3 -1.444 2.536 -0.427  0.0759
H4 -0.935 0.142 1.247  0.1371
H5 -1.285 -0.180 -1.770  0.1741
H6 -1.705 -1.917 0.609  0.2079
H7 -2.203 -2.320 -1.158  0.1797
H8 1.673 -1.405 1.291  0.1544
H9 3.371 -0.783 0.776  -0.1072

***

Entry y
C4H9N2OS | the ωB97M-V functional and the def2-TZVPD basis

frontier orbital gap: 6.836 eV
2S+1: 1
total charge: +1

Last column: Löwdin charge in e.
Positions of all 17 atoms, in Å:
C1 -1.901 -1.132 0.372  -0.1391
C2 -0.083 0.302 1.008  -0.4607
C3 2.057 -0.534 -0.181  -0.3881
C4 -1.471 1.038 -0.898  -0.0506
N1 -1.172 0.001 0.123  -0.2741
N2 3.390 -0.772 -0.424  0.1614
O1 -2.903 -1.254 -0.442  0.0304
S1 1.350 0.901 0.174  1.1157
H1 -0.304 1.112 1.713  0.1077
H2 0.061 -0.578 1.614  0.0942
H3 1.453 -1.408 -0.236  0.1083
H4 -1.205 2.067 -0.543  0.1028
H5 -1.073 0.431 -1.810  0.1360
H6 -2.579 1.053 -0.983  0.0905
H7 -3.508 -2.018 -0.330  0.1371
H8 3.665 -1.734 -0.494  0.1341
H9 4.006 -0.030 -0.377  0.0944

***

The computed energies, referenced to the most stable structure and given in hartree, are entry w 0.0000; entry x 0.0415; entry y 0.0670.

***

Entry w
C23H40BF5N5O5 | the ωB97M-V functional and the def2-TZVPD basis

frontier orbital gap: 5.708 eV
2S+1: 1
total charge: +1

Last column: Löwdin charge in e.
Positions of all 79 atoms, in Å:
C1 -2.863 2.447 4.572  -0.1620
C2 -2.095 3.890 4.442  -0.2631
C3 -2.972 5.036 3.603  -0.2226
C4 -2.631 4.993 1.995  -0.2170
C5 -3.580 3.890 1.218  -0.2119
C6 -3.586 4.112 -0.416  -0.1990
C7 -2.681 2.942 -1.193  -0.2181
C8 -3.590 2.246 -2.364  -0.2232
C9 -2.886 0.989 -3.145  -0.2148
C10 -1.280 1.143 -3.422  -0.2093
C11 -0.510 -0.179 -2.777  -0.1895
C12 1.123 0.129 -2.627  -0.1451
C13 1.442 0.137 -1.016  0.0153
C14 1.367 -1.322 -0.221  0.0690
C15 1.019 -2.761 -0.997  -0.1660
O1 1.858 -3.061 -2.020  0.0395
O2 -0.133 -3.590 -0.603  0.0603
C16 0.118 -5.025 -0.804  -0.1526
F1 1.427 -5.440 -0.186  0.0300
F2 0.037 -5.449 -2.252  0.0328
C17 -1.032 -5.962 -0.032  -0.1003
F3 -0.484 -7.305 0.371  0.0452
F4 -1.626 -5.253 1.136  0.0492
F5 -2.081 -6.253 -1.072  0.0346
C18 1.678 -1.251 1.420  0.0862
C19 2.060 0.167 2.152  0.0721
N1 2.128 1.480 1.366  0.0701
C20 1.836 1.508 -0.142  0.0654
B1 1.974 2.996 -0.878  -0.3296
C21 3.126 3.076 -2.090  -0.0574
O3 1.201 4.200 -0.514  0.0301
H1 -2.339 1.835 5.449  0.0787
H2 -2.784 1.765 3.607  0.0639
H3 -4.004 2.590 4.828  0.0826
H4 -1.027 3.732 3.946  0.0999
H5 -1.929 4.293 5.537  0.1035
H6 -4.128 4.977 3.842  0.1169
H7 -2.612 6.079 4.057  0.1108
H8 -1.484 4.766 1.817  0.1089
H9 -2.876 6.061 1.569  0.1108
H10 -3.274 2.774 1.433  0.0956
H11 -4.690 4.032 1.585  0.1151
H12 -4.687 4.022 -0.863  0.1127
H13 -3.215 5.203 -0.651  0.1097
H14 -1.818 3.556 -1.742  0.1003
H15 -2.165 2.195 -0.454  0.1077
H16 -4.552 1.799 -1.815  0.1218
H17 -4.036 3.029 -3.146  0.1316
H18 -3.408 0.931 -4.217  0.1203
H19 -3.086 -0.069 -2.649  0.1150
H20 -1.104 1.053 -4.599  0.1258
H21 -0.809 2.166 -3.107  0.0977
H22 -0.619 -1.057 -3.578  0.1382
H23 -1.032 -0.413 -1.757  0.1100
H24 1.765 -0.678 -3.220  0.1375
H25 1.295 1.160 -3.164  0.1085
H26 1.659 -2.240 2.045  0.1155
H27 2.289 0.193 3.303  0.1000
H28 2.404 2.376 1.867  0.1705
H29 3.585 1.986 -2.242  0.0841
H30 4.030 3.770 -1.814  0.0886
H31 2.634 3.433 -3.106  0.1003
H32 1.820 4.962 -0.267  0.1360
C22 2.142 -7.586 -5.308  -0.7226
O4 1.835 -7.831 -6.464  0.0271
N2 3.107 -8.258 -4.654  0.1471
N3 1.543 -6.623 -4.585  0.1454
H33 3.373 -8.071 -3.702  0.0949
H34 3.583 -8.991 -5.162  0.1140
H35 0.811 -6.094 -5.040  0.1108
H36 1.781 -6.407 -3.632  0.0764
C23 3.770 -1.369 5.201  -0.6952
O5 2.737 -0.780 4.923  -0.0159
N4 4.855 -0.743 5.692  0.1665
N5 3.915 -2.697 5.041  0.1655
H37 5.714 -1.211 5.926  0.1087
H38 4.787 0.257 5.827  0.1182
H39 3.122 -3.206 4.674  0.1134
H40 4.758 -3.200 5.264  0.1089

***

Entry x
C23H40BF5N5O5 | the ωB97M-V functional and the def2-TZVPD basis

frontier orbital gap: 7.032 eV
2S+1: 1
total charge: +1

Last column: Löwdin charge in e.
Positions of all 79 atoms, in Å:
C1 3.830 -1.457 2.433  -0.1054
C2 4.187 -2.260 1.179  -0.2568
C3 5.251 -1.613 0.278  -0.2163
C4 4.699 -0.623 -0.752  -0.2138
C5 4.450 0.783 -0.202  -0.2015
C6 4.176 1.822 -1.308  -0.1820
C7 2.677 2.155 -1.480  -0.2167
C8 2.365 3.646 -1.370  -0.1972
C9 0.864 3.992 -1.357  -0.1835
C10 -0.024 3.083 -2.232  -0.1912
C11 -1.040 2.288 -1.394  -0.1563
C12 -1.541 1.021 -2.149  -0.1017
C13 -1.015 -0.217 -1.480  -0.0750
C14 -1.450 -0.588 -0.194  -0.0103
C15 -2.528 0.196 0.498  -0.3925
O1 -3.606 0.366 0.040  0.2212
O2 -2.104 0.658 1.713  0.1503
C16 -3.063 0.889 2.688  -0.4673
F1 -3.893 -0.164 2.780  0.1749
F2 -3.795 1.973 2.402  0.1784
C17 -2.332 1.090 4.057  -0.5285
F3 -3.125 0.668 5.041  0.1926
F4 -1.193 0.392 4.080  0.1814
F5 -2.056 2.379 4.234  0.1967
C18 -0.911 -1.692 0.458  0.0767
C19 0.060 -2.441 -0.172  0.0132
N1 0.458 -2.064 -1.392  0.1611
C20 -0.035 -1.005 -2.080  -0.0040
B1 0.564 -0.766 -3.548  -0.4441
C21 -0.382 -0.773 -4.796  0.0121
O3 1.911 -0.604 -3.629  0.1718
H1 3.304 -2.087 3.153  0.0676
H2 3.174 -0.612 2.217  0.0544
H3 4.729 -1.071 2.916  0.0766
H4 3.280 -2.438 0.590  0.0823
H5 4.554 -3.236 1.503  0.1026
H6 6.019 -1.136 0.893  0.1112
H7 5.753 -2.423 -0.259  0.1051
H8 3.770 -1.030 -1.170  0.0945
H9 5.418 -0.533 -1.571  0.1098
H10 3.604 0.784 0.490  0.0915
H11 5.328 1.088 0.372  0.1145
H12 4.711 2.748 -1.083  0.1073
H13 4.580 1.449 -2.251  0.1052
H14 2.392 1.825 -2.482  0.0836
H15 2.075 1.575 -0.772  0.1087
H16 2.783 4.000 -0.421  0.1145
H17 2.895 4.210 -2.142  0.1185
H18 0.745 5.020 -1.707  0.1087
H19 0.483 3.990 -0.333  0.1080
H20 -0.592 3.704 -2.930  0.1193
H21 0.566 2.402 -2.844  0.0884
H22 -1.894 2.932 -1.184  0.1260
H23 -0.549 2.006 -0.460  0.1086
H24 -2.629 0.998 -2.195  0.1291
H25 -1.177 1.083 -3.173  0.0988
H26 -1.239 -1.981 1.446  0.1405
H27 0.514 -3.311 0.295  0.1036
H28 1.180 -2.618 -1.837  0.1803
H29 -1.433 -0.875 -4.519  0.0732
H30 -0.153 -1.605 -5.469  0.0823
H31 -0.260 0.153 -5.363  0.0886
H32 2.333 -1.037 -4.378  0.1305
C22 -7.878 3.436 1.962  -0.6848
O4 -8.284 4.550 1.697  0.0346
N2 -8.679 2.470 2.509  0.1459
N3 -6.580 3.057 1.731  0.1439
H33 -8.362 1.547 2.735  0.0876
H34 -9.634 2.717 2.690  0.1033
H35 -5.972 3.747 1.332  0.0987
H36 -6.220 2.146 1.935  0.0704
C23 -0.218 -5.688 1.873  -0.6568
O5 0.503 -4.709 1.677  -0.0183
N4 -0.024 -6.866 1.225  0.1663
N5 -1.246 -5.657 2.763  0.1659
H37 -0.588 -7.680 1.379  0.1041
H38 0.745 -6.922 0.584  0.1091
H39 -1.389 -4.810 3.279  0.1062
H40 -1.836 -6.446 2.951  0.1039

***

The computed energies, referenced to the most stable structure and given in hartree, are entry w 0.6891; entry x 0.0000.

***

Entry w
CH2ClNOS | the ωB97M-V functional and the def2-TZVPD basis

frontier orbital gap: 8.902 eV
2S+1: 1

Last column: Löwdin charge in e.
Positions of all 7 atoms, in Å:
C1 1.291 0.193 0.154  -0.4584
N1 -0.500 -1.015 -0.313  -0.3337
O1 -2.880 -0.515 -0.252  -0.5139
S1 -1.597 -0.005 0.030  0.6771
Cl1 0.789 1.752 -0.180  0.6081
H1 1.544 -0.469 -0.615  0.0122
H2 1.354 0.058 1.177  0.0085

***

Entry x
CH2ClNOS | the ωB97M-V functional and the def2-TZVPD basis

frontier orbital gap (alpha / beta): 9.288 / 7.876 eV
2S+1: 1

Last column: Löwdin charge in e.
Positions of all 7 atoms, in Å:
C1 0.217 0.530 -0.436  -0.4391
N1 1.901 -0.913 0.516  -0.3061
O1 4.270 -1.100 -0.321  -0.5406
S1 2.923 -0.555 -0.594  0.6958
Cl1 0.351 -0.187 -2.007  0.5294
H1 0.480 1.635 -0.335  0.0653
H2 -0.459 0.157 0.268  -0.0047

***

The computed energies, referenced to the most stable structure and given in hartree, are entry w 0.0000; entry x 0.0170.